Entry 1:
# C18H33CdN6O2

A structure of composition C18H33CdN6O2 at a distorted geometry (wB97M-V/def2-TZVPD, OMol25).

```
60
Properties=species:S:1:pos:R:3:mulliken_charge:R:1
C 3.057 6.935 -7.288 -0.3771
H 2.535 -2.437 3.880 0.3087
H 1.463 -3.646 4.645 0.2881
C -5.379 -6.539 1.568 -1.1563
C -0.170 7.450 5.003 -1.0987
C 3.489 -3.587 5.525 -1.0880
H -1.408 -4.834 -8.225 0.1725
H 0.498 -1.597 5.382 0.3440
C 2.382 5.778 -6.838 -0.3772
H -0.792 5.617 5.974 0.3140
C -0.264 -4.249 -6.653 0.6567
O 0.766 -4.318 -6.024 -0.6913
C 1.554 -1.716 5.628 -0.4134
H 1.506 5.277 -7.222 0.3776
H 0.576 7.081 4.299 0.3104
H -0.509 5.094 3.397 0.3065
C -2.182 4.158 4.227 0.1449
C 3.885 6.088 -5.274 -0.3227
N -0.493 -4.819 -7.799 -0.3890
C -1.413 5.373 3.938 -0.4727
N -2.779 -7.737 -0.919 -0.3973
H -2.036 -3.629 -6.829 0.1522
H -6.096 -6.547 0.747 0.3291
H -2.174 6.643 5.596 0.3322
H -0.547 8.331 4.484 0.3101
H -1.970 5.752 3.082 0.2941
C -3.695 -5.450 -0.009 -0.2950
H -4.849 -4.452 1.493 0.2921
Cd 4.022 -1.508 -5.567 0.5417
H 0.177 -5.500 -8.127 0.2303
H 4.468 5.733 -4.437 0.3679
N 2.919 5.328 -5.691 0.0023
N -1.251 -3.597 -6.194 -0.3427
H 2.793 4.407 -5.295 0.2387
H 0.360 7.681 5.927 0.3215
H 1.720 -1.989 6.670 0.2025
H 4.815 7.865 -6.220 0.3762
H 0.055 1.310 -1.213 0.2825
C -4.300 -5.390 1.410 -0.4507
H 4.255 -2.936 5.946 0.3354
H 2.915 7.533 -8.175 0.3935
H -4.556 -5.293 -0.658 0.2519
H 3.179 -4.253 6.331 0.3310
H 4.014 -4.127 4.737 0.3209
H -5.804 -6.516 2.572 0.3269
C 4.071 7.084 -6.270 -0.3692
H -1.161 -3.000 -5.384 0.2186
C 0.696 0.429 -1.236 -0.4234
H -0.026 -0.388 -1.225 0.2583
O 1.409 0.354 -2.474 -0.2541
C 2.324 -0.463 5.617 0.2333
C 2.224 -2.885 4.823 -0.4355
C -3.188 -6.766 -0.469 0.1765
H 1.185 0.572 -0.273 0.2778
N 2.992 0.462 5.743 -0.4272
C -1.209 6.294 5.228 -0.3529
H -3.556 -5.516 2.197 0.3181
H -2.889 -4.716 -0.027 0.2517
N -2.811 3.228 4.461 -0.4092
H -4.795 -7.456 1.487 0.3530
```

Values from the calculation:
LUMO: -8.78 eV
multiplicity: 1
total charge: +1
E_HOMO: -10.69 eV
frontier orbital gap: 1.912 eV


Entry 2:
# C18H33IO14PS

A cluster of 4 separate species, C18H33IO14PS in total at a distorted geometry (wB97M-V/def2-TZVPD, OMol25).

```
68
Properties=species:S:1:pos:R:3:mulliken_charge:R:1
C -3.190 0.220 6.717 0.5240
C 0.255 4.127 -1.906 -1.2223
H 2.243 -0.072 -2.023 0.1470
H -0.748 -4.991 -0.917 0.0821
C -4.016 1.235 5.985 -0.5309
H 0.780 0.430 -0.186 -0.0111
S 5.895 -2.828 0.553 1.1242
H -3.454 2.139 5.736 0.3009
C -2.340 -0.919 -3.671 0.6672
C 1.256 -0.646 0.018 -0.4221
O 1.177 6.330 -2.299 -0.3642
O 1.623 6.251 -4.507 -0.3256
H 0.500 4.548 -4.896 0.3092
C 4.162 -2.578 -0.110 -0.3562
I -1.878 -2.429 2.560 -0.1573
H -4.084 -0.081 -2.688 0.3224
C -1.019 0.597 -2.713 0.6091
H -3.619 -2.063 -4.987 0.3871
O -3.859 -0.989 6.389 -0.3388
H 4.478 -1.054 -1.790 0.3284
H -2.171 0.157 6.316 0.2917
H 4.104 -0.193 -0.065 0.2966
O -0.019 -4.211 1.253 -0.3982
C 0.073 -2.738 1.521 -0.2933
O 2.358 8.035 -3.269 -0.5675
H -3.409 0.958 -3.971 0.3005
O -0.010 1.143 -2.297 -0.5091
O -0.328 -2.630 -0.903 -0.1585
H -2.961 -0.592 -5.725 0.3311
C 0.382 5.297 -2.862 0.6127
H 0.037 4.477 -0.891 0.3985
H 6.877 -1.310 1.804 0.3661
C -2.734 -1.421 -5.046 -1.5165
H -2.337 -1.749 -2.954 0.2222
H 3.413 -2.698 0.806 0.1787
O -1.036 -0.358 -3.689 -0.3327
O -4.898 -1.677 4.468 -0.5281
H -2.433 1.215 8.481 0.3705
H 1.044 -4.101 -1.784 0.0059
C -4.422 -0.792 5.161 0.5802
O -4.387 0.531 4.812 -0.2735
H 2.017 -1.934 -1.839 0.2009
H 1.197 -5.387 -0.284 -0.0060
H 3.856 -3.390 -0.920 0.3807
C 3.870 -1.103 -0.763 -0.6195
O -2.286 0.866 -2.269 -0.3031
C -3.147 0.428 8.217 -1.3940
H 1.504 -3.424 -0.036 -0.4047
H -0.609 5.717 -3.076 0.2591
C 1.770 6.969 -3.350 0.5743
C 2.270 -0.963 -1.230 -0.2435
H 0.845 -2.390 2.355 0.3213
O 5.725 -3.494 1.973 -0.6657
H -4.129 0.715 8.610 0.3292
H -1.915 -1.987 -5.503 0.3751
H 1.881 -0.557 1.031 0.3644
C 0.024 -1.711 0.203 -0.0396
H 1.187 3.554 -1.849 0.2898
H -0.542 3.448 -2.225 0.1768
H -2.860 -0.496 8.729 0.3526
H -4.933 1.517 6.515 0.3147
P 0.376 -4.204 -0.479 -0.2300
O 6.746 -3.841 -0.280 -0.6188
C -3.163 0.235 -3.186 -0.5443
O 6.791 -1.398 0.800 -0.5051
C 1.136 4.978 -4.117 -0.4718
H -0.914 -1.035 0.494 0.3492
H 1.998 4.321 -3.954 0.3076
```

Values from the calculation:
LUMO: 2.01 eV
multiplicity: 1
total charge: -1
E_HOMO: -4.98 eV
frontier orbital gap: 6.988 eV


Entry 3:
# C18H33N2O4S

A cluster of 2 separate species, C18H33N2O4S in total at a distorted geometry (wB97M-V/def2-TZVPD, OMol25).

```
58
Properties=species:S:1:pos:R:3:mulliken_charge:R:1
H -2.187 -0.606 -3.709 0.2637
C 3.071 0.644 1.452 -0.5123
S 1.895 3.202 2.235 -0.0844
H -0.357 -2.744 2.450 0.5480
C -0.758 -1.836 1.967 0.4633
C 0.281 -2.270 -1.451 -0.8484
C -1.980 -2.157 1.059 -0.7725
C -3.068 -0.191 -5.587 -0.4063
H 2.337 3.746 1.056 0.2357
H 4.478 -0.681 0.512 0.5134
H 3.656 -1.190 3.237 0.2900
H -2.696 -2.719 1.685 0.3007
O -1.985 -1.745 -1.843 -0.5229
H -0.560 3.862 0.941 0.4062
H -0.615 2.639 2.980 0.4347
C -1.109 3.273 -1.267 -1.1857
H 2.790 -1.182 0.319 0.1216
C -0.620 2.993 0.248 0.8711
H 2.198 -3.016 3.207 0.2196
C -1.148 -0.774 3.060 -1.0441
H -0.490 -0.815 3.945 0.4434
H 0.301 1.337 3.708 0.6498
H -1.445 0.478 1.325 0.1334
H 4.795 -2.122 2.194 0.3735
H -2.219 1.074 2.795 0.3668
C -3.121 0.968 -6.318 -0.5308
C -2.003 1.384 -4.417 -0.1833
C -1.277 0.641 2.402 -0.2216
N 0.968 1.736 1.762 0.0668
C 0.536 1.885 0.332 -1.5713
C 2.733 -2.938 2.245 -0.6330
H -3.594 1.085 -7.279 0.3925
H 0.659 -1.232 -1.428 0.1275
H -1.719 2.622 -1.944 0.5524
H 0.053 -1.363 1.369 -0.5736
C 3.760 -1.747 2.291 -0.4852
H 1.351 2.262 -0.300 0.8701
C -1.233 -2.311 -1.134 0.6379
H 0.449 -2.747 -2.433 0.4694
H -2.300 2.999 -5.858 0.3935
O -1.632 -3.034 -0.032 -0.3833
H 3.764 0.966 2.253 0.3491
H 0.072 0.948 -0.008 0.1949
C 3.520 -0.807 1.058 -0.6200
O 1.701 0.551 1.873 0.1185
H 3.257 1.262 0.554 0.3929
H -2.472 -1.232 0.698 0.4216
H -2.172 -1.061 3.383 0.3596
H -3.457 -1.175 -5.788 0.3644
C -2.445 1.968 -5.576 -0.7090
N -2.382 0.067 -4.434 0.1443
H -1.453 1.786 -3.586 0.3159
C -0.159 1.661 2.751 -0.9224
H -0.135 2.743 -1.601 0.2163
H 0.818 -2.864 -0.684 0.2320
H 1.982 -2.814 1.441 -0.1041
H 3.246 -3.893 2.024 0.3964
O -1.880 2.486 -0.133 -0.3369
```

Values from the calculation:
energy above the lowest of the compared OMol25 structures with the same formula, charge and spin: 199.2 kcal/mol
LUMO: -3.99 eV
multiplicity: 1
total charge: +1
E_HOMO: -9.97 eV
frontier orbital gap: 5.982 eV


Entry 4:
# C18H33N3O5S2V

A structure of composition C18H33N3O5S2V at a distorted geometry (wB97M-V/def2-TZVPD, OMol25).

```
62
Properties=species:S:1:pos:R:3:mulliken_spin:R:1
H 2.761 0.556 -2.694 0.0028
C -2.620 -0.506 -1.500 0.0104
C 1.837 0.838 -2.195 0.0232
O 0.151 -1.811 -0.125 -0.0048
H 2.760 -1.062 0.314 -0.0063
C -0.741 6.488 -0.395 -0.0011
N 4.127 2.419 3.308 0.0004
H 1.521 5.270 4.518 0.0000
H 0.987 -2.150 -1.955 -0.0035
C 2.371 -1.049 -0.702 0.0209
H -2.197 5.074 -0.229 -0.0010
H 0.113 -1.405 3.206 0.0000
C 1.327 -2.111 -0.923 -0.0049
C 2.464 4.815 4.232 -0.0002
C 1.467 5.645 -0.252 0.0001
H 4.567 1.668 2.804 -0.0001
N -1.195 5.228 -0.234 -0.0028
H -2.027 -0.722 3.015 -0.0007
C 0.972 4.358 -0.087 0.0015
C 0.193 -2.319 1.241 0.0028
C -0.397 4.147 -0.086 0.0093
H 2.943 4.472 5.136 0.0000
H -2.580 -1.724 0.797 -0.0035
S -1.260 2.633 0.083 -0.0754
H 3.207 -1.166 -1.389 0.0004
H 2.539 5.811 -0.249 0.0001
H 0.703 -0.583 -3.439 -0.0002
C 2.919 2.714 2.838 0.0013
H -1.902 -0.144 -3.495 -0.0014
H 0.405 1.128 -3.789 -0.0035
C -1.913 -0.119 2.119 0.0022
H -2.183 0.909 2.337 -0.0026
H -0.743 -2.844 1.411 -0.0016
V -0.301 0.484 -0.174 1.9865
H 1.004 -3.034 1.364 -0.0014
H 4.378 2.798 5.384 0.0001
O -0.476 0.408 -2.036 -0.0049
H -1.486 7.263 -0.509 -0.0001
H -2.258 1.334 -2.566 -0.0027
O -2.338 0.093 -0.198 0.0032
C 0.606 6.727 -0.412 -0.0008
N 2.158 3.709 3.309 0.0003
O 1.770 0.259 -0.868 0.0022
H 1.718 -3.095 -0.669 -0.0002
O -0.507 -0.086 1.697 -0.0112
H 1.839 1.914 -2.043 -0.0082
H 5.106 4.024 4.313 0.0000
C -2.752 -0.664 0.982 0.0189
H 1.368 -0.727 2.158 -0.0142
H 3.088 5.571 3.757 0.0000
H 1.278 3.773 2.829 0.0019
C 0.369 -1.154 2.181 0.0261
C 0.628 0.409 -3.006 0.0043
C -1.866 0.324 -2.515 0.0051
C 4.891 2.967 4.440 0.0003
H 1.625 3.513 0.081 0.0075
H 5.835 2.434 4.474 -0.0001
H -3.683 -0.484 -1.723 0.0009
H -2.267 -1.538 -1.494 -0.0024
H -3.811 -0.500 1.172 -0.0011
S 2.323 1.743 1.520 0.0283
H 0.975 7.734 -0.547 0.0000
```

Values from the calculation:
energy above the lowest of the compared OMol25 structures with the same formula, charge and spin: 16.0 kcal/mol
LUMO (alpha / beta): -9.93 / -8.90 eV
multiplicity: 3
total charge: +3
E_HOMO (alpha / beta): -16.03 / -16.02 eV
frontier orbital gap (alpha / beta): 6.100 / 7.124 eV